Formula: C17H19N5O3
Source: OMol25
Level of theory: the ωB97M-V functional and the def2-TZVPD basis

Output
net charge	0
frontier orbital gap	0.2999	Eh
LUMO energy	0.476	eV
strongest force on any atom	0.0595	Eh/bohr

The geometry in XYZ format:
```
44
Properties=species:S:1:pos:R:3:forces:R:3:lowdin_charge:R:1
O -1.853 1.778 0.707 0.0 -0.1 -0.3 0.110
O -0.242 3.091 -0.123 -0.2 0.3 0.0 0.090
O 3.216 0.324 -1.699 0.2 -0.1 -0.2 0.051
N -2.573 0.022 -1.820 0.1 -0.4 -0.1 0.087
N 2.755 3.930 3.208 -0.4 -1.2 0.3 0.070
N 2.044 3.118 1.280 0.1 -0.1 0.8 0.065
N 1.505 1.001 -0.419 -0.1 -0.5 -0.1 0.119
N 1.381 -1.988 0.128 0.0 -1.1 0.5 0.059
C 0.408 0.875 0.560 0.4 0.1 0.0 -0.201
C -1.927 -3.334 -0.907 1.4 -0.4 -0.4 -0.040
C -4.171 -2.928 -0.240 -2.4 1.9 -0.1 -0.108
C -3.091 -3.751 -0.337 0.6 -1.5 0.1 -0.133
C -4.121 -1.605 -0.705 0.2 -0.8 0.3 0.003
C 1.712 2.219 2.290 -0.4 0.3 -0.2 -0.260
C -2.900 -1.204 -1.261 -1.4 1.7 -0.3 -0.214
C 0.971 0.953 2.002 -0.3 -0.2 0.0 -0.065
C 2.193 0.021 -1.121 -1.1 -0.2 0.6 -0.413
C 2.667 4.099 1.877 0.4 0.8 -0.4 -0.164
C -0.759 -1.241 -2.008 1.0 -0.3 -0.8 -0.173
C 1.680 -1.475 -1.184 2.0 1.2 -1.1 -0.321
C 2.130 2.697 3.486 0.8 0.8 -0.1 -0.025
C -1.804 -2.029 -1.389 1.0 -0.3 0.1 -0.138
C 0.653 -1.691 -2.319 -0.2 0.2 0.3 -0.089
C -1.281 -0.014 -2.303 -0.5 0.1 1.0 -0.043
C -0.716 1.945 0.368 1.3 -0.2 0.4 -0.501
H 1.083 -1.187 -3.210 -0.4 0.0 0.5 0.132
H -3.183 0.804 -1.920 -0.3 0.2 0.2 0.146
H 2.058 1.856 -0.325 -0.2 -0.5 -0.2 0.111
H 3.091 4.948 1.352 -0.1 -0.1 0.2 0.135
H 3.230 4.512 3.886 -0.1 -0.1 -0.3 0.154
H -3.149 -4.785 -0.013 -0.1 0.1 0.1 0.104
H -0.091 -0.065 0.431 0.0 -0.5 0.0 0.118
H 0.963 -2.902 -0.059 -0.1 0.2 0.6 0.075
H 2.595 -1.961 -1.584 -0.3 0.3 0.1 0.136
H -4.978 -0.931 -0.623 0.3 -0.3 -0.1 0.112
H 2.271 -2.200 0.629 -0.9 0.3 -0.6 0.106
H -1.131 -4.081 -1.008 -0.1 0.5 0.0 0.110
H 2.146 2.252 4.464 -0.2 0.1 0.1 0.119
H -5.144 -3.297 0.126 0.7 0.2 0.0 0.109
H 0.727 3.127 0.109 -0.5 0.3 -0.3 0.065
H 0.140 0.800 2.694 0.0 0.3 0.0 0.131
H 0.670 -2.753 -2.593 -0.1 0.0 0.2 0.116
H -0.833 0.919 -2.654 0.0 -0.6 -0.1 0.140
H 1.656 0.132 2.227 -0.1 -0.2 -0.5 0.118
```
Positions in Å, forces in eV/Å.

Formula: C17H19N7O2SV
Source: OMol25
Level of theory: the ωB97M-V functional and the def2-TZVPD basis

Output
net charge	+2
frontier orbital gap (alpha / beta)	0.2328 / 0.2496	Eh
LUMO energy (alpha / beta)	-7.769 / -7.327	eV
multiplicity	2
strongest force on any atom	0.0698	Eh/bohr

The geometry in XYZ format:
```
47
Properties=species:S:1:pos:R:3:forces:R:3:lowdin_charge:R:1
V 0.042 0.084 0.094 -1.7 1.7 0.5 0.844
S -1.053 2.236 -0.256 0.1 0.2 0.0 0.805
O 1.416 -0.139 -0.801 3.2 -0.3 -1.5 -0.222
O -1.424 -0.457 0.903 -1.1 -0.7 1.2 -0.232
N -1.379 0.999 -2.643 0.0 -0.5 -0.2 -0.059
N 0.608 -1.652 1.035 -0.2 -0.1 0.1 -0.072
N -0.305 -2.086 2.007 0.5 -0.3 -0.4 0.138
N -0.831 -0.182 -2.124 -0.2 0.0 0.0 0.111
N 1.013 1.128 1.664 -0.5 0.0 -0.1 0.060
N -2.372 2.469 -3.924 0.1 0.0 0.3 0.177
N -2.162 2.949 -2.653 -0.1 0.1 -0.4 0.083
C -4.841 -2.231 4.165 0.0 0.0 0.0 -0.038
C 1.636 -2.386 0.794 0.0 -0.2 0.1 0.023
C -1.555 2.083 -1.868 0.1 0.1 0.4 -0.676
C -1.890 1.270 -3.915 0.0 -0.1 0.0 -0.282
C 4.763 -2.525 -1.260 0.1 0.0 0.0 -0.026
C -3.600 -2.683 4.603 0.0 0.0 0.1 -0.044
C -1.400 -1.429 1.871 0.4 -0.1 -0.2 -0.327
C 2.536 -0.922 -0.998 -0.3 -0.1 0.3 -0.243
C 3.484 -0.591 -1.930 0.1 0.4 -0.3 0.016
C -4.949 -1.488 2.997 0.0 0.0 0.0 -0.048
C 2.658 -2.052 -0.190 -0.3 -0.1 0.3 -0.131
C -2.574 -1.683 2.682 -0.2 0.3 -0.2 -0.168
C -2.465 -2.422 3.860 0.1 -0.1 0.1 -0.009
C -3.813 -1.202 2.259 -0.1 0.0 0.0 -0.014
C 4.610 -1.398 -2.054 0.0 -0.1 0.0 -0.016
C 3.785 -2.855 -0.336 0.1 -0.2 0.1 0.010
C -1.829 0.326 -5.059 0.0 0.1 0.1 0.024
H -2.388 0.749 -5.889 0.0 0.0 0.0 0.105
H -2.458 3.883 -2.411 0.0 0.1 0.0 0.183
H -3.523 -3.239 5.529 0.0 0.0 -0.1 0.119
H 5.371 -1.139 -2.779 0.0 0.0 0.0 0.128
H 5.644 -3.144 -1.359 0.0 0.0 0.0 0.127
H -5.729 -2.456 4.742 0.0 0.0 0.0 0.120
H 0.292 1.539 2.255 0.1 0.0 0.2 0.092
H -0.002 -0.430 -2.656 0.0 0.0 -0.1 0.131
H 3.352 0.292 -2.543 0.1 0.0 0.0 0.133
H -0.797 0.181 -5.381 0.0 0.0 0.0 0.099
H -2.258 -0.644 -4.802 0.0 0.0 0.0 0.094
H -5.916 -1.135 2.665 0.0 0.0 0.0 0.116
H 1.725 -3.313 1.355 0.1 0.0 0.1 0.157
H -3.882 -0.623 1.348 0.0 0.0 0.0 0.114
H -1.495 -2.773 4.185 0.0 0.0 0.0 0.119
H 3.893 -3.736 0.287 0.0 0.0 0.0 0.134
H 1.620 0.582 2.269 0.1 -0.1 0.0 0.103
H 1.547 1.908 1.290 0.1 0.0 0.0 0.093
H -1.509 -0.933 -2.207 -0.2 -0.1 0.0 0.146
```
Positions in Å, forces in eV/Å.

Formula: C17H19NO7
Source: OMol25
Level of theory: the ωB97M-V functional and the def2-TZVPD basis

Output
net charge	0
frontier orbital gap	0.3026	Eh
LUMO energy	-0.234	eV
strongest force on any atom	0.2789	Eh/bohr

The geometry in XYZ format:
```
44
Properties=species:S:1:pos:R:3:forces:R:3:lowdin_charge:R:1
O -0.190 2.507 -1.207 -2.6 -3.6 1.5 -0.215
O 1.224 3.030 1.117 2.9 -2.4 -1.3 0.010
O 3.100 2.801 -0.330 -3.5 -4.2 5.2 0.010
O 1.892 -3.439 -0.614 3.5 -13.6 -1.4 0.182
O -3.427 -0.882 1.660 -5.0 -6.0 6.0 0.007
O -0.367 -0.555 -2.808 2.3 -4.3 1.4 0.024
O 2.623 -2.254 1.818 -1.4 -1.1 -3.5 0.110
N 1.467 -0.351 0.840 3.6 -3.1 2.6 -0.029
C 2.459 2.261 0.713 1.1 11.1 -5.9 -0.354
C -3.063 -2.166 2.348 -0.6 0.3 -10.1 0.052
C 0.853 -1.378 -0.972 -3.1 3.6 -6.6 0.022
C 1.753 0.610 1.817 -0.1 -6.6 7.8 -0.213
C -2.663 -0.249 0.932 0.4 1.1 -2.6 -0.491
C -0.743 3.148 -2.416 -7.1 0.8 10.2 -0.009
C -1.432 -0.493 0.658 7.2 -5.1 1.0 0.072
C -3.215 0.759 0.224 -8.2 3.3 3.5 0.008
C 2.937 1.506 1.798 -1.3 -0.3 -0.7 -0.092
C 0.578 -2.636 -3.190 -4.8 -4.9 3.6 0.028
C 1.578 -2.303 -0.521 1.1 5.9 7.6 -0.421
C -2.497 1.687 -0.320 2.1 -0.3 -0.7 -0.024
C 0.802 0.115 -0.248 -2.5 -10.3 0.0 -0.158
C 0.329 -1.590 -2.364 -3.4 10.8 1.4 -0.353
C -1.182 1.360 -0.396 -0.2 12.6 -6.9 -0.084
C 2.025 -1.904 0.806 0.1 8.8 5.3 -0.162
C -0.593 0.342 -0.125 1.8 -7.1 4.4 -0.189
H -4.424 1.231 0.762 3.5 -2.0 -2.2 0.235
H 1.487 -2.950 -3.349 4.9 -1.8 -0.6 0.051
H 3.755 0.970 1.396 1.4 -0.6 0.5 0.134
H 0.083 3.530 -2.544 7.8 4.3 -4.1 -0.019
H 1.331 0.669 -0.788 3.8 5.3 -4.8 0.087
H -3.814 -2.609 2.778 -5.1 -1.3 2.2 0.027
H -2.797 2.581 -0.648 -1.4 3.1 -1.2 0.083
H -2.809 -3.009 1.528 0.2 2.2 1.6 0.161
H -0.052 -2.666 -3.975 -1.7 0.3 -3.0 0.064
H 2.073 -0.146 2.929 -0.8 1.6 -3.0 0.205
H -1.447 2.624 -2.892 -1.8 -2.0 -2.7 0.037
H -0.058 -3.451 -2.366 2.1 1.2 -2.4 0.227
H 3.019 2.161 2.676 0.2 -0.6 -0.3 0.166
H -0.898 -1.459 1.155 -1.3 2.4 -1.2 0.185
H -2.410 -2.019 3.014 5.7 1.2 4.7 0.018
H 2.329 -3.847 0.272 -1.2 1.4 -2.8 0.234
H 1.023 3.526 0.304 -0.1 -0.2 0.0 0.086
H -1.429 4.119 -1.719 1.5 -2.2 -2.8 0.163
H 0.788 0.819 2.252 0.0 1.8 -0.1 0.124
```
Positions in Å, forces in eV/Å.

Result set for energy relative to the best compared isomer or geometry (same formula, charge and spin): 20.62, 12.52, 441.55 kcal per mole, one per record in the order listed.
Result set for electronic energy: -1158.75806, -2534.70646, -1239.96050 hartree, one per record in the order listed.